DFT (ωB97M-V/def2-TZVPD) results for a single C18H15N3O5 molecule in a non-equilibrium geometry.

The geometry in ORCA input format:
```
! RIJCOSX wB97M-V def2-TZVPD def2/J DEFGRID3
* xyz 0 1
C 0.890 -5.834 3.210
O 0.742 -4.852 4.208
C 0.442 -3.582 3.838
C 0.256 -3.155 2.525
C -0.047 -1.832 2.267
C -0.170 -0.916 3.306
C -0.486 0.465 3.022
N -0.590 1.405 3.926
O -0.896 2.539 3.236
C -0.956 2.196 1.945
C -1.300 3.198 0.906
N -1.200 2.620 -0.409
C -0.416 3.200 -1.361
O 0.108 4.283 -1.190
C -0.278 2.430 -2.629
C -1.235 1.522 -3.065
C -1.090 0.834 -4.267
C 0.042 1.085 -5.004
C 1.004 2.006 -4.576
C 0.863 2.694 -3.400
O 2.013 2.065 -5.497
C 1.657 1.164 -6.523
O 0.426 0.549 -6.199
N -0.718 0.938 1.752
C 0.016 -1.344 4.622
C 0.317 -2.659 4.883
H 1.129 -6.756 3.738
H 1.706 -5.589 2.523
H -0.036 -5.973 2.643
H 0.347 -3.843 1.699
H -0.190 -1.496 1.251
H -2.316 3.572 1.095
H -0.613 4.053 0.950
H -1.424 1.640 -0.475
H -2.131 1.359 -2.488
H -1.834 0.136 -4.612
H 1.587 3.417 -3.063
H 1.557 1.708 -7.476
H 2.437 0.393 -6.626
H -0.080 -0.627 5.422
H 0.465 -3.010 5.892
*
```

Summary:
E_LUMO   0.6 eV
Molar mass   353.33 g/mol
HOMO   -0.3115 Eh
Largest force on an atom   1.277 eV/A
Energy relative to the best compared isomer or geometry (same formula, charge and spin)   176.6 kJ/mol
E   -33616.0993 eV

=====

DFT (ωB97M-V/def2-TZVPD) results for 3 unconnected molecules or ions with the total composition C21H26F25N2O6PSi in a non-equilibrium geometry.

The geometry in ORCA input format:
```
! RIJCOSX wB97M-V def2-TZVPD def2/J DEFGRID3
* xyz 0 1
C 2.657 0.425 -3.132
N 3.298 1.359 -2.166
C 2.474 1.504 -0.901
Si 3.487 1.189 0.695
C 4.290 -0.579 0.643
C 3.201 -1.744 0.434
C 3.011 -2.647 1.726
O 2.021 -3.386 1.818
O 3.932 -2.681 2.825
C 2.391 1.193 2.300
C 1.240 2.308 2.251
C -0.248 1.712 2.480
F -1.015 2.796 2.964
F -0.120 0.795 3.551
C -0.784 1.072 1.128
F 0.004 -0.071 0.803
F -0.564 1.971 0.043
C -2.328 0.691 1.074
F -2.643 0.529 -0.307
F -3.203 1.674 1.547
C -2.735 -0.686 1.767
F -2.505 -0.747 3.136
F -4.143 -0.797 1.609
F -2.221 -1.821 1.105
P 5.216 2.594 0.866
N 4.783 4.124 1.007
O 6.064 2.116 2.269
O 6.230 2.269 -0.468
H 1.520 0.468 -3.162
H 3.018 0.622 -4.198
H 2.986 -0.646 -2.872
H 3.281 2.293 -2.603
H 1.579 0.805 -1.032
H 2.026 2.567 -0.870
H 5.046 -0.589 -0.216
H 4.871 -0.663 1.628
H 3.518 -2.412 -0.438
H 2.234 -1.233 0.095
H 4.824 -2.784 2.408
H 2.029 0.133 2.491
H 3.125 1.439 3.149
H 1.310 2.975 1.337
H 1.418 2.997 3.154
H 3.752 4.147 0.979
H 5.880 2.846 2.904
H 5.746 2.430 -1.307
F 3.613 -4.962 -5.266
C 2.836 -5.993 -5.643
F 3.664 -6.901 -6.221
C 1.737 -5.581 -6.624
F 2.265 -5.129 -7.786
F 1.033 -6.706 -6.945
C 0.711 -4.549 -6.106
O 0.918 -3.174 -6.465
C 1.792 -2.409 -5.665
F 2.091 -3.092 -4.544
F 1.074 -1.333 -5.260
C 3.034 -1.939 -6.432
F 3.734 -2.977 -6.932
F 3.878 -1.256 -5.619
H 2.412 -6.455 -4.747
H -0.237 -4.803 -6.589
H 0.514 -4.662 -5.037
H 2.754 -1.290 -7.266
F -6.504 3.146 5.916
C -5.716 3.757 5.015
F -5.697 5.072 5.355
C -6.216 3.590 3.578
F -7.422 4.182 3.412
F -5.352 4.265 2.763
C -6.291 2.143 3.045
O -7.570 1.495 3.087
C -7.948 0.863 4.291
F -6.890 0.798 5.120
F -8.241 -0.416 3.964
C -9.177 1.511 4.936
F -8.972 2.817 5.205
F -9.472 0.911 6.114
H -4.698 3.371 5.125
H -6.066 2.205 1.976
H -5.500 1.508 3.454
H -10.046 1.435 4.279
*
```

Summary:
E_LUMO   0.1 eV
Molar mass   936.46 g/mol
HOMO   -0.3530 Eh
Largest force on an atom   3.620 eV/A
E   -122566.2675 eV

=====

DFT (ωB97M-V/def2-TZVPD) results for a molecular structure, C24H34CrN7O5S2Se2.

The geometry in ORCA input format:
```
! RIJCOSX wB97M-V def2-TZVPD def2/J DEFGRID3
* xyz 0 2
Cr -1.138 1.791 -0.479
N -0.781 5.498 1.133
C -0.641 4.413 0.201
O -0.875 3.228 0.816
C -1.581 4.601 -0.992
C -1.537 3.321 -1.825
H -0.172 5.345 1.929
H -0.525 6.375 0.696
H -1.279 5.488 -1.557
H -2.576 4.769 -0.576
H -0.702 3.366 -2.529
H -2.452 3.223 -2.416
N 0.405 0.121 -3.096
C -0.930 0.032 -2.978
N -1.619 0.485 -1.955
C -2.972 0.192 -2.074
C -3.310 -0.518 -3.171
S -1.909 -0.829 -4.138
C -3.803 0.789 -1.039
C -5.133 0.730 -0.820
S -5.554 1.697 0.555
C -3.877 2.142 0.754
N -3.100 1.595 -0.160
N -3.420 2.924 1.728
H 0.843 0.783 -2.455
H 0.810 0.074 -4.016
H -4.281 -0.864 -3.481
H -5.890 0.204 -1.375
H -4.050 3.431 2.322
H -2.428 3.223 1.630
C 0.187 -4.065 2.144
C -1.125 -4.348 1.411
C -1.040 -4.181 -0.107
C -0.980 -2.735 -0.598
N 0.283 -2.070 -0.333
C 0.471 -1.007 0.493
Se -0.844 -0.182 1.482
N 1.781 -0.680 0.470
C 2.416 0.390 1.228
C 3.403 -0.146 2.268
C 2.785 -1.054 3.332
C 1.871 -0.314 4.305
C 2.434 -1.492 -0.441
C 3.752 -1.524 -0.877
C 4.084 -2.485 -1.817
C 3.135 -3.377 -2.318
C 1.816 -3.336 -1.897
C 1.484 -2.381 -0.948
H 0.133 -4.444 3.165
H 0.383 -2.994 2.199
H 1.027 -4.552 1.644
H -1.907 -3.695 1.807
H -1.425 -5.379 1.612
H -1.934 -4.618 -0.558
H -0.176 -4.735 -0.484
H -1.759 -2.151 -0.112
H -1.147 -2.724 -1.677
H 1.626 0.967 1.703
H 2.932 1.047 0.527
H 3.863 0.717 2.754
H 4.197 -0.694 1.754
H 3.600 -1.519 3.892
H 2.231 -1.863 2.845
H 2.401 0.521 4.768
H 1.535 -0.986 5.095
H 0.985 0.073 3.801
H 4.489 -0.820 -0.518
H 5.103 -2.543 -2.175
H 3.434 -4.111 -3.054
H 1.081 -4.016 -2.306
O 0.766 4.460 -0.284
Se 1.612 3.165 -1.052
O 3.032 3.084 -0.353
O 0.813 1.734 -0.804
O 1.671 3.433 -2.618
*
```

Summary:
E_LUMO (spin up / spin down)   0.1 / 0.1 eV
Molar mass   774.63 g/mol
HOMO (spin up / spin down)   -0.2879 / -0.2765 Eh
Largest force on an atom   0.965 eV/A
Energy relative to the best compared isomer or geometry (same formula, charge and spin)   59.1 kJ/mol
⟨S²⟩   0.76
E   -226893.1489 eV